No. 1
{
  "formula": "C4H5N3O2",
  "method": "ωB97M-V/def2-TZVPD",
  "e_tot_ev": -12793.3449,
  "homo_energy_ev": -8.79,
  "e_above_lowest_kcal_mol": 58.3,
  "smiles": "[H]/N=C(\\N)c1cnc(O)o1",
  "symbols": ["H", "N", "C", "N", "C", "C", "N", "C", "O", "O", "H", "H", "H", "H"],
  "xyz": [[2.62, -1.72, -0.16], [1.64, -1.56, -0.37], [1.30, -0.32, -0.18], [2.19, 0.64, 0.22], [-0.08, 0.16, -0.27], [-0.73, 1.39, -0.39], [-2.09, 1.16, -0.15], [-2.18, -0.16, -0.10], [-3.31, -0.88, 0.12], [-1.01, -0.79, -0.09], [3.13, 0.33, 0.41], [2.00, 1.27, 0.99], [-0.31, 2.36, -0.41], [-3.18, -1.87, 0.37]]
}


No. 2
{
  "formula": "C4H7NO",
  "method": "ωB97M-V/def2-TZVPD",
  "e_tot_ev": -7795.4491,
  "homo_energy_ev": -8.95,
  "e_above_lowest_kcal_mol": 96.7,
  "smiles": "C[C@@]1(C=O)CN1",
  "symbols": ["C", "C", "C", "O", "C", "N", "H", "H", "H", "H", "H", "H", "H"],
  "xyz": [[-1.48, -0.34, 0.05], [0.08, -0.10, -0.08], [0.55, 0.74, -1.19], [1.63, 0.65, -1.72], [0.86, 0.12, 1.25], [0.92, -1.12, 0.51], [-1.60, -1.30, -0.44], [-1.97, -0.45, 1.05], [-2.07, 0.43, -0.47], [-0.21, 1.48, -1.51], [1.75, 0.77, 1.23], [-0.25, 0.30, 1.38], [1.78, -1.18, -0.06]]
}


No. 3
{
  "formula": "C5H20N2O6",
  "method": "ωB97M-V/def2-TZVPD",
  "e_tot_ev": -20773.1346,
  "homo_energy_ev": -9.13,
  "e_above_lowest_kcal_mol": 75.2,
  "smiles": "N/C=N/CCCC=O.O.O.O.O.O",
  "symbols": ["N", "C", "N", "C", "C", "C", "C", "O", "H", "H", "H", "H", "H", "H", "H", "H", "H", "H", "O", "H", "H", "O", "H", "H", "O", "H", "H", "O", "H", "H", "O", "H", "H"],
  "xyz": [[1.19, -2.80, -1.14], [0.27, -2.01, -1.83], [-0.03, -0.84, -1.41], [-1.07, -0.05, -2.17], [-1.55, 1.02, -1.19], [-2.31, 0.50, 0.13], [-1.42, 0.55, 1.33], [-1.11, -0.49, 1.89], [0.86, -3.72, -0.93], [1.65, -2.27, -0.41], [-0.36, -2.64, -2.48], [-1.84, -0.63, -2.76], [-0.54, 0.67, -2.87], [-2.22, 1.66, -1.74], [-0.58, 1.51, -0.82], [-3.09, 1.29, 0.32], [-2.57, -0.53, -0.17], [-1.07, 1.50, 1.81], [0.92, 3.88, -0.23], [0.62, 2.99, -0.38], [0.52, 4.35, 0.50], [0.87, 1.03, 0.87], [0.73, 0.38, 0.17], [1.00, 0.75, 1.78], [-0.50, -3.80, 0.88], [0.14, -4.29, 1.41], [-0.86, -3.03, 1.37], [2.43, 2.00, -1.86], [2.26, 2.95, -1.92], [1.96, 1.59, -1.12], [1.06, 0.34, 3.53], [1.76, -0.02, 4.07], [0.18, -0.07, 3.54]]
}


No. 4
{
  "formula": "C7H36BF4O11",
  "method": "ωB97M-V/def2-TZVPD",
  "total_charge": -1,
  "e_tot_ev": -41916.2854,
  "homo_energy_ev": -8.20,
  "e_above_lowest_kcal_mol": 51.6,
  "symbols": ["B", "F", "F", "F", "F", "C", "O", "H", "H", "H", "H", "C", "O", "H", "H", "H", "H", "C", "O", "H", "H", "H", "H", "C", "O", "H", "H", "H", "H", "C", "O", "H", "H", "H", "H", "C", "O", "H", "H", "H", "H", "C", "O", "H", "H", "H", "H", "O", "H", "H", "O", "H", "H", "O", "H", "H", "O", "H", "H"],
  "xyz": [[-0.85, 0.70, -0.48], [-1.75, -0.17, 0.04], [-1.49, 1.87, -0.76], [0.18, 0.99, 0.45], [-0.22, 0.04, -1.55], [2.40, -2.73, 4.05], [2.81, -1.81, 3.07], [1.89, -2.15, 4.81], [1.64, -3.47, 3.80], [3.23, -3.30, 4.46], [2.06, -1.34, 2.69], [-3.61, -2.65, -4.18], [-4.68, -3.13, -4.96], [-4.12, -2.26, -3.30], [-2.98, -3.48, -3.85], [-3.06, -1.83, -4.64], [-5.18, -2.33, -5.11], [0.11, 2.51, 5.82], [-1.21, 2.05, 5.76], [0.84, 1.71, 5.76], [0.31, 3.19, 5.00], [0.32, 3.03, 6.76], [-1.39, 1.69, 6.63], [5.03, 3.93, 2.72], [4.42, 4.52, 1.61], [6.07, 3.66, 2.54], [4.86, 4.58, 3.58], [4.50, 3.00, 2.90], [4.20, 3.82, 1.01], [0.79, 1.22, -6.98], [0.45, 1.77, -5.72], [-0.04, 0.72, -7.48], [1.34, 1.93, -7.60], [1.49, 0.41, -6.76], [0.23, 1.03, -5.14], [-3.04, -5.99, 1.88], [-3.32, -5.42, 3.13], [-3.97, -6.29, 1.40], [-2.66, -5.24, 1.18], [-2.41, -6.88, 1.88], [-3.52, -4.49, 3.24], [2.21, -4.22, -3.60], [2.85, -2.95, -3.41], [1.64, -4.58, -2.74], [1.57, -4.19, -4.48], [3.01, -4.92, -3.83], [2.16, -2.44, -2.99], [3.45, 3.73, -3.05], [3.59, 4.33, -3.79], [2.54, 3.44, -3.16], [-1.23, 6.09, -2.04], [-1.50, 5.23, -1.74], [-1.74, 6.71, -1.51], [-3.70, -0.95, 3.68], [-3.10, -0.40, 4.20], [-3.41, -0.84, 2.78], [-2.86, 4.52, 2.66], [-2.65, 3.94, 1.93], [-2.48, 4.10, 3.43]]
}


No. 5
{
  "formula": "C4H5N3",
  "method": "ωB97M-V/def2-TZVPD",
  "e_tot_ev": -8694.4117,
  "homo_energy_ev": [-9.28, -9.28],
  "e_above_lowest_kcal_mol": 124.5,
  "symbols": ["C", "N", "C", "N", "N", "C", "C", "H", "H", "H", "H", "H"],
  "xyz": [[0.93, -0.60, -0.04], [-0.57, 1.73, 0.19], [0.24, 1.48, -0.82], [0.95, 0.36, -0.93], [1.70, -1.39, 0.53], [-0.75, -0.84, 0.57], [-1.41, -1.87, 0.59], [2.68, -1.17, 0.35], [-0.90, 0.43, 0.63], [-1.18, 2.52, 0.05], [0.26, 2.13, -1.70], [-1.95, -2.78, 0.58]]
}


No. 6
{
  "formula": "CH8N3S",
  "method": "ωB97M-V/def2-TZVPD",
  "spin_multiplicity": 2,
  "e_tot_ev": -16470.1640,
  "homo_energy_ev": [-3.60, -9.88],
  "symbols": ["N", "C", "N", "N", "H", "H", "H", "H", "H", "H", "S", "H", "H"],
  "xyz": [[0.77, -0.11, 2.00], [0.70, -1.07, 1.03], [0.37, -2.36, 1.33], [0.74, -0.70, -0.27], [0.76, -0.35, 2.97], [1.03, 0.82, 1.74], [0.01, -2.52, 2.27], [-0.14, -2.85, 0.58], [0.28, -1.33, -0.94], [0.70, 0.29, -0.50], [-1.04, 2.01, -1.89], [-1.41, 1.36, -0.79], [-1.20, 0.92, -2.64]]
}